No. 1
The following is a DFT calculation (ωB97M-V with the def2-TZVPD basis set) of C4H5CrO5 as an isolated structure in a non-equilibrium geometry.

- multiplicity = 5
- E_LUMO (alpha / beta) (eV) = -5.60 / -5.26
- total charge = +1
- F_max (eV Å⁻¹) = 2.97
- highest occupied orbital energy (alpha / beta) (eV) = -14.35 / -14.66
- energy (eV) = -42880.07672

Geometry (Å):
O (0.45, -0.39, -1.47)
O (1.29, -0.55, 1.37)
C (0.34, 0.11, 1.74)
C (-0.32, 1.20, 0.95)
O (0.32, 1.56, -0.23)
C (-0.08, 0.87, -1.42)
Cr (2.11, -0.79, -0.52)
H (-0.14, -0.11, 2.71)
H (-0.39, 2.07, 1.61)
H (-1.36, 0.86, 0.77)
H (0.29, 1.51, -2.24)
H (-1.19, 0.82, -1.44)
O (0.67, -2.69, -0.53)
C (-0.42, -2.26, -0.73)
O (-1.58, -2.21, -0.58)

---

No. 2
The following is a DFT calculation (ωB97M-V with the def2-TZVPD basis set) of C4H5CsO3 as an isolated structure in a non-equilibrium geometry.

- multiplicity = 2
- E_LUMO (alpha / beta) (eV) = -3.65 / -4.66
- total charge = +1
- F_max (eV Å⁻¹) = 4.69
- highest occupied orbital energy (alpha / beta) (eV) = -12.24 / -12.97
- energy (eV) = -10911.11385

Geometry (Å):
O (-1.51, 2.04, 2.22)
C (-0.96, 1.63, 1.23)
C (-0.90, 0.16, 0.87)
C (0.17, -0.21, -0.08)
C (1.49, -0.66, 0.22)
H (-0.45, 2.32, 0.53)
H (-1.88, -0.07, 0.41)
H (-0.83, -0.44, 1.80)
H (1.90, -0.50, 1.23)
O (-0.19, -0.44, -1.67)
O (2.18, -1.24, -0.64)
Cs (2.11, -2.30, -4.32)
H (-1.14, -0.31, -1.81)

---

No. 3
The following is a DFT calculation (ωB97M-V with the def2-TZVPD basis set) of C4H5CuO5 as an isolated structure in a non-equilibrium geometry.

- multiplicity = 3
- E_LUMO (alpha / beta) (eV) = -9.65 / -13.00
- total charge = +2
- F_max (eV Å⁻¹) = 9.26
- highest occupied orbital energy (alpha / beta) (eV) = -19.00 / -18.82
- energy (eV) = -59081.87657

Geometry (Å):
O (-1.44, 1.52, 1.21)
O (-1.58, 0.19, -0.53)
C (-1.34, 0.40, 0.65)
O (-0.64, -0.50, 1.44)
C (0.11, -1.41, 0.92)
C (0.91, -2.22, 1.79)
H (-0.20, -1.77, -0.07)
H (1.83, -2.47, 1.22)
H (0.40, -3.20, 1.88)
H (1.12, -1.76, 2.76)
O (1.31, 3.40, -2.88)
C (0.64, 2.57, -2.30)
O (-0.47, 2.09, -2.67)
Cu (-1.73, 1.03, -2.10)
H (1.08, 2.11, -1.32)

---

No. 4
The following is a DFT calculation (ωB97M-V with the def2-TZVPD basis set) of C4H5ErO6 as an isolated structure in a non-equilibrium geometry.

- multiplicity = 5
- E_LUMO (alpha / beta) (eV) = -5.33 / -6.03
- total charge = +1
- F_max (eV Å⁻¹) = 4.25
- highest occupied orbital energy (alpha / beta) (eV) = -12.10 / -13.29
- energy (eV) = -44127.50650

Geometry (Å):
H (0.20, 0.65, 0.66)
O (1.40, -0.71, -2.18)
C (0.37, -0.80, -1.47)
O (0.29, -1.66, -0.55)
O (-0.53, 0.17, -1.58)
C (-1.74, 0.14, -0.80)
O (-0.58, 0.78, 1.28)
C (2.71, 0.12, 2.01)
C (-1.69, 1.02, 0.44)
O (2.95, -0.19, 0.90)
O (2.58, 0.26, 3.14)
Er (2.85, -2.32, -0.98)
H (-1.99, -0.89, -0.53)
H (-2.50, 0.52, -1.49)
H (-1.72, 2.08, 0.12)
H (-2.59, 0.82, 1.03)

---

No. 5
The following is a DFT calculation (ωB97M-V with the def2-TZVPD basis set) of the molecule C4H5F in a non-equilibrium geometry.

- SMILES = CC#CCF
- E_LUMO (eV) = 0.96
- F_max (eV Å⁻¹) = 5.78
- highest occupied orbital energy (eV) = -9.72
- energy (eV) = -6943.71527

Geometry (Å):
C (-2.58, -0.18, -0.01)
C (-1.13, 0.11, -0.01)
C (0.02, 0.23, -0.01)
C (1.40, 0.49, 0.03)
F (2.12, -0.64, 0.00)
H (-3.16, 0.66, -0.48)
H (-2.80, -1.01, -0.54)
H (-2.91, -0.30, 1.10)
H (1.80, 1.13, -0.84)
H (1.76, 1.31, 0.75)

---

No. 6
The following is a DFT calculation (ωB97M-V with the def2-TZVPD basis set) of the molecule C4H5F2N in a non-equilibrium geometry.

- SMILES = [H]/N=C(/C=C)C(F)F
- E_LUMO (eV) = 0.88
- F_max (eV Å⁻¹) = 4.82
- highest occupied orbital energy (eV) = -9.87
- energy (eV) = -11151.73694

Geometry (Å):
H (-2.19, 1.18, 0.76)
N (-1.23, 1.37, 0.42)
C (-0.59, 0.44, -0.05)
C (1.05, 0.58, -0.40)
C (1.82, 0.56, 0.65)
C (-1.13, -1.02, -0.50)
F (-2.10, -1.38, 0.35)
F (-0.06, -1.89, -0.36)
H (1.45, 0.52, -1.38)
H (2.89, 0.43, 0.47)
H (1.63, 0.23, 1.68)
H (-1.53, -1.03, -1.63)

---

No. 7
The following is a DFT calculation (ωB97M-V with the def2-TZVPD basis set) of C4H5F2NS as an isolated structure in a non-equilibrium geometry.

- E_LUMO (eV) = -0.38
- F_max (eV Å⁻¹) = 4.70
- highest occupied orbital energy (eV) = -8.91
- energy (eV) = -21985.41651

Geometry (Å):
C (0.60, -0.04, 0.09)
C (1.57, -1.01, -0.53)
C (-0.69, -0.06, -0.56)
C (-1.84, 0.67, -0.82)
H (0.20, 1.75, 3.01)
H (2.59, -0.65, -0.17)
H (1.33, -2.10, -0.15)
H (-2.26, 1.59, -0.08)
H (-2.33, 0.12, -1.68)
N (0.86, 0.54, 1.23)
F (1.33, -0.86, -1.89)
F (-0.72, -1.20, -1.43)
S (-0.55, 1.04, 1.96)

---

No. 8
The following is a DFT calculation (ωB97M-V with the def2-TZVPD basis set) of the molecule C4H5F2NS in a non-equilibrium geometry.

- SMILES = NC(=S)[C@H]1CC1(F)F
- E_LUMO (eV) = 0.47
- F_max (eV Å⁻¹) = 2.34
- highest occupied orbital energy (eV) = -8.48
- energy (eV) = -21988.40077

Geometry (Å):
N (0.95, 1.48, 0.13)
C (1.08, 0.16, 0.02)
S (2.60, -0.49, -0.21)
C (-0.12, -0.66, 0.09)
C (-1.11, -0.53, 1.28)
C (-1.51, -0.10, -0.05)
F (-2.38, -0.85, -0.73)
F (-1.80, 1.19, -0.30)
H (1.72, 2.03, -0.13)
H (0.08, 1.97, 0.27)
H (-0.03, -1.65, -0.35)
H (-0.93, 0.25, 2.11)
H (-1.53, -1.44, 1.67)

---

No. 9
The following is a DFT calculation (ωB97M-V with the def2-TZVPD basis set) of an isolated ion of composition C4H5F3NOS2 and charge +1.

- E_LUMO (eV) = -4.89
- total charge = +1
- F_max (eV Å⁻¹) = 0.41
- highest occupied orbital energy (eV) = -14.45
- energy (eV) = -37580.24539

Geometry (Å):
C (-1.65, -1.88, -0.39)
O (-0.88, -1.10, -1.32)
C (0.30, -0.63, -0.89)
S (0.02, 0.71, 0.41)
N (0.52, 2.08, -0.35)
C (-0.30, 2.98, -0.59)
S (-1.25, 4.11, -0.98)
C (1.51, 0.42, 1.50)
F (1.50, 1.33, 2.46)
F (2.63, 0.50, 0.80)
F (1.35, -0.80, 1.99)
H (-2.51, -1.31, -0.06)
H (-1.98, -2.77, -0.92)
H (-1.04, -2.18, 0.46)
H (0.81, -0.09, -1.69)
H (0.97, -1.36, -0.42)

---

No. 10
The following is a DFT calculation (ωB97M-V with the def2-TZVPD basis set) of the molecule C4H5F3O2.

- SMILES = CCOC(=O)C(F)(F)F
- E_LUMO (eV) = 0.82
- F_max (eV Å⁻¹) = 0.87
- highest occupied orbital energy (eV) = -11.39
- energy (eV) = -16476.86575

Geometry (Å):
C (-10.42, -25.89, -5.96)
C (-11.74, -26.25, -6.55)
O (-12.02, -27.66, -6.40)
C (-12.55, -28.03, -5.24)
O (-12.78, -27.34, -4.30)
C (-12.80, -29.56, -5.22)
F (-12.83, -30.09, -6.44)
F (-11.84, -30.17, -4.51)
F (-13.98, -29.80, -4.62)
H (-9.64, -26.58, -6.32)
H (-10.40, -25.91, -4.87)
H (-10.13, -24.88, -6.26)
H (-11.78, -26.07, -7.62)
H (-12.56, -25.66, -6.12)

---

No. 11
The following is a DFT calculation (ωB97M-V with the def2-TZVPD basis set) of the molecule C4H5F6N in a non-equilibrium geometry.

- SMILES = CC(N)(C(F)(F)F)C(F)(F)F
- E_LUMO (eV) = 0.76
- F_max (eV Å⁻¹) = 4.29
- highest occupied orbital energy (eV) = -10.57
- energy (eV) = -22023.97356

Geometry (Å):
C (1.16, 0.03, -0.94)
C (0.16, -0.09, 0.13)
N (0.74, -0.09, 1.39)
C (-0.99, 1.31, -0.07)
F (-1.68, 1.39, -1.24)
F (-1.83, 1.34, 0.98)
F (-0.09, 2.27, -0.03)
C (-0.59, -1.40, 0.02)
F (0.21, -2.50, 0.15)
F (-1.14, -1.57, -1.19)
F (-1.56, -1.69, 0.90)
H (1.85, -0.83, -1.06)
H (1.79, 1.01, -0.72)
H (0.80, -0.03, -1.99)
H (1.20, 0.82, 1.56)
H (-0.04, 0.02, 2.10)

---

No. 12
The following is a DFT calculation (ωB97M-V with the def2-TZVPD basis set) of the molecule C4H5F6PS2.

- SMILES = CCSP(=S)(C(F)(F)F)C(F)(F)F
- E_LUMO (eV) = 0.17
- F_max (eV Å⁻¹) = 0.87
- highest occupied orbital energy (eV) = -9.93
- energy (eV) = -51494.53463

Geometry (Å):
C (-2.38, -0.70, 0.96)
C (-1.14, -0.57, 1.82)
S (-0.07, 0.81, 1.26)
P (0.87, -0.17, -0.32)
S (0.92, -2.09, -0.43)
C (0.19, 0.69, -1.92)
F (-0.99, 0.14, -2.22)
F (1.01, 0.51, -2.95)
F (0.00, 2.00, -1.77)
C (2.58, 0.70, -0.34)
F (3.21, 0.41, 0.80)
F (3.32, 0.26, -1.35)
F (2.50, 2.03, -0.43)
H (-2.94, 0.23, 0.93)
H (-2.12, -0.99, -0.06)
H (-3.02, -1.48, 1.37)
H (-0.54, -1.48, 1.80)
H (-1.39, -0.31, 2.85)